190
Properties=species:S:1:pos:R:3:lowdin_charge:R:1 method="wB97M-V/def2-TZVPD" largest_force_ha_per_bohr=0.1162 spin_multiplicity=2 lumo_ev="-2.47 / -7.68" s_squared=0.755 homo_lumo_gap_ev="8.181 / 2.971" total_charge=+1
Cd 1.8480 -0.7024 -2.5544 1.470
C 1.7151 -3.9913 -2.3472 -0.307
O 0.6716 -3.8449 -3.2114 -0.033
O 2.1059 -2.6698 -2.1327 0.021
C 1.3164 -4.9103 -1.1118 -0.513
F 2.3517 -5.2360 -0.2936 0.132
F 0.4225 -4.4069 -0.2883 0.165
F 0.7731 -6.1035 -1.4310 0.165
C 0.7039 -4.6842 -4.4126 -0.206
C -0.6556 -4.7439 -5.0614 -0.051
H -0.8702 -3.7579 -5.4737 0.061
H -0.7639 -5.4733 -5.8641 0.097
H -1.3839 -4.9122 -4.2681 0.094
H 0.9902 -5.7315 -4.3161 0.130
H 1.4341 -4.3103 -5.1304 0.125
H 2.5760 -4.5602 -2.6985 0.199
C 0.9880 1.5438 -1.0969 -0.387
O 1.1194 0.2022 -0.7134 -0.206
O 1.5291 1.4044 -2.3990 -0.283
C -0.4065 2.2515 -0.9035 -0.454
F -1.3660 1.3159 -1.2077 0.108
F -0.5236 2.6613 0.3849 0.120
F -0.6501 3.3866 -1.6283 0.134
C 0.8405 -0.0615 0.6561 -0.206
C 0.8373 -1.5943 0.7595 -0.066
H 1.8095 -2.0740 0.6458 0.059
H 0.5844 -1.8302 1.7932 0.067
H 0.0699 -2.1582 0.2291 0.069
H -0.1075 0.2866 1.0663 0.115
H 1.6351 0.2003 1.3548 0.121
H 1.6958 2.1305 -0.5112 0.153
C -0.1146 1.2479 4.2179 -0.095
O 1.2134 0.8104 3.9118 -0.181
C 1.5244 -0.2003 4.8489 -0.185
C 2.9077 -0.7619 4.3997 -0.137
O 3.9819 0.2340 4.4079 -0.125
C 5.2472 -0.2327 3.9550 -0.184
C 6.2099 0.9589 3.8184 -0.159
O 6.1603 1.6831 5.0848 -0.189
C 6.9019 2.8643 5.1003 -0.137
H -0.1733 1.6065 5.2456 0.100
H -0.8400 0.4459 4.0810 0.064
H -0.4820 1.9932 3.5125 0.057
H 0.7826 -0.9955 4.9227 0.098
H 1.6519 0.3269 5.7944 0.132
H 2.7779 -1.2110 3.4150 0.099
H 3.0953 -1.6145 5.0523 0.126
H 5.1981 -0.7940 3.0220 0.103
H 5.6419 -0.8352 4.7732 0.130
H 5.8925 1.7058 3.0907 0.117
H 7.2204 0.6027 3.6181 0.123
H 6.6213 3.4273 5.9904 0.091
H 6.9438 3.5008 4.2164 0.084
H 7.9406 2.5945 5.2913 0.081
C -4.4099 9.8743 -2.1950 -0.096
O -4.9234 9.3640 -0.9732 -0.178
C -5.4212 8.0483 -1.0786 -0.190
C -4.3796 6.9057 -1.3667 -0.216
O -3.5080 6.8378 -0.3077 -0.122
C -2.5069 5.8358 -0.4702 -0.161
C -1.8598 5.5762 0.9113 -0.210
O -2.7280 4.9409 1.8092 -0.182
C -2.2189 4.7017 3.1338 -0.075
H -3.3413 9.6598 -2.1907 0.089
H -4.4572 10.9598 -2.2824 0.085
H -5.0251 9.4664 -2.9970 0.090
H -6.2143 7.9804 -1.8233 0.116
H -5.8826 7.8155 -0.1189 0.125
H -3.8302 7.2001 -2.2610 0.118
H -4.8842 5.9510 -1.5146 0.123
H -1.7084 6.0375 -1.1843 0.113
H -3.0573 4.9463 -0.7767 0.117
H -1.5385 6.5182 1.3557 0.130
H -0.9461 5.0128 0.7218 0.093
H -1.3218 4.0879 3.0534 0.065
H -2.9548 4.1815 3.7470 0.079
H -1.9572 5.6251 3.6504 0.092
C 4.4872 -0.6656 -1.2796 -0.061
O 3.8788 -0.4524 -2.5442 -0.330
C 4.6646 -0.8666 -3.6307 -0.147
C 3.8416 -0.2835 -4.8288 -0.142
O 2.4635 -0.5666 -4.5888 -0.260
C 1.6025 0.0232 -5.6123 -0.082
C 0.2091 -0.5010 -5.1698 -0.167
O 0.0798 -0.5454 -3.7724 -0.302
C -1.2311 -0.9673 -3.2725 -0.044
H 5.5148 -0.3020 -1.2820 0.107
H 4.5376 -1.7360 -1.0803 0.076
H 4.0026 -0.1737 -0.4362 0.103
H 4.7456 -1.9492 -3.7282 0.133
H 5.6488 -0.3992 -3.6010 0.141
H 4.1765 -0.7196 -5.7700 0.133
H 4.1549 0.7554 -4.9321 0.141
H 1.9041 -0.3577 -6.5880 0.139
H 1.6580 1.1114 -5.5837 0.124
H 0.1223 -1.5057 -5.5835 0.119
H -0.5488 0.1374 -5.6238 0.126
H -1.7319 -1.7018 -3.9032 0.096
H -1.9384 -0.1381 -3.2527 0.050
H -1.1452 -1.2881 -2.2343 0.096
C -1.2212 -2.7364 4.8409 -0.145
O -0.4038 -3.8427 4.6428 -0.160
C -0.5521 -4.5015 3.3840 -0.153
C 0.2699 -5.8533 3.0939 -0.156
O -0.2399 -6.9616 3.8118 -0.130
C -1.5139 -7.3495 3.2812 -0.152
C -2.0204 -8.6974 3.9532 -0.167
O -2.2898 -8.6726 5.3673 -0.201
C -3.1178 -9.7603 5.7959 -0.101
H -1.1525 -1.9253 4.1160 0.057
H -1.0378 -2.1606 5.7481 0.092
H -2.2685 -3.0372 4.8653 0.095
H -0.3360 -3.8193 2.5618 0.092
H -1.6192 -4.7083 3.3032 0.102
H 1.3085 -5.6702 3.3692 0.119
H 0.3348 -6.0736 2.0283 0.102
H -1.3824 -7.5366 2.2155 0.121
H -2.2457 -6.5675 3.4838 0.112
H -1.2336 -9.4488 3.8858 0.121
H -2.9128 -9.0203 3.4172 0.115
H -2.7982 -10.7095 5.3659 0.082
H -4.1222 -9.5226 5.4455 0.084
H -3.1214 -9.8529 6.8819 0.088
C 5.9561 -6.9439 4.1666 -0.053
C 6.8308 -6.5186 2.9558 -0.191
O 6.0067 -5.7597 2.0613 -0.007
C 5.5329 -4.5011 2.4379 -0.267
O 5.8548 -3.9869 3.5335 0.120
C 4.6878 -3.7503 1.4107 -0.479
F 4.7059 -4.3747 0.2185 0.134
F 3.4036 -3.7014 1.8226 0.152
F 5.1818 -2.4945 1.1110 0.117
H 5.0581 -7.4140 3.7656 0.083
H 5.7203 -6.1000 4.8149 0.070
H 6.5204 -7.6377 4.7896 0.081
H 7.3024 -7.3959 2.5132 0.124
H 7.6907 -5.9293 3.2744 0.122
C -4.5085 -0.3545 -2.4020 -0.045
C -5.6757 -1.0195 -1.6883 -0.174
O -6.5381 -1.7536 -2.6079 0.013
C -6.4653 -3.1100 -2.7606 -0.280
O -5.7640 -3.8517 -2.0184 0.103
C -7.2170 -3.7372 -3.9237 -0.603
F -7.9416 -4.7560 -3.5043 0.185
F -8.0616 -2.9550 -4.5556 0.191
F -6.4014 -4.2483 -4.8465 0.169
H -4.8938 0.3177 -3.1687 0.091
H -3.8106 -1.0599 -2.8530 0.057
H -3.9788 0.2051 -1.6310 0.073
H -6.3429 -0.2738 -1.2560 0.128
H -5.4500 -1.6738 -0.8462 0.123
C -3.0795 0.9594 2.0391 -0.007
C -4.3726 0.9425 2.9150 -0.268
C -5.1911 2.2193 2.6884 -0.093
O -6.4891 1.7175 2.4755 0.079
C -6.4899 0.4111 2.2856 -0.586
O -7.4618 -0.2875 2.0635 0.143
O -5.2326 0.0346 2.2626 0.079
H -2.3820 1.6640 2.4919 0.051
H -3.3477 1.3738 1.0673 0.081
H -2.6332 -0.0337 1.9872 0.081
H -4.2110 0.8141 3.9853 0.159
H -5.0244 2.7828 1.7703 0.139
H -5.2235 2.8847 3.5511 0.136
C -1.9266 2.4876 -4.4103 -0.018
C -1.4492 3.9297 -4.5493 -0.297
C 0.0501 4.0617 -4.8790 -0.095
O 0.0197 4.9186 -5.9768 0.059
C -1.2437 5.1835 -6.4318 -0.507
O -1.5105 5.7597 -7.4507 0.168
O -2.1163 4.4889 -5.6653 0.092
H -1.3373 1.8803 -3.7233 0.049
H -2.0013 1.9642 -5.3634 0.089
H -2.9404 2.4703 -4.0105 0.087
H -1.6055 4.5030 -3.6356 0.139
H 0.4801 3.1058 -5.1780 0.115
H 0.6411 4.5624 -4.1120 0.122
C 3.5132 7.5370 -0.3936 -0.001
C 3.1026 6.7093 -1.6904 -0.312
C 1.8598 5.7754 -1.5343 -0.097
O 0.8155 6.3449 -2.3034 0.072
C 1.3309 7.3530 -2.9585 -0.518
O 0.6843 8.0322 -3.7795 0.122
O 2.6733 7.4736 -2.7439 0.092
H 2.7238 8.1836 -0.0104 0.087
H 4.3252 8.1835 -0.7266 0.078
H 3.9661 6.8795 0.3484 0.079
H 3.9592 6.0959 -1.9700 0.146
H 1.6624 5.6745 -0.4671 0.125
H 2.1188 4.7474 -1.7876 0.120